<1>
C3H4ClF | the ωB97M-V functional and the def2-TZVPD basis

- SMILES string: F[C@@H]1C[C@H]1Cl
- LUMO energy: 1.1 eV
- Total charge: 0
- Frontier orbital gap: 0.4027 Eh

Positions of all 9 atoms, in Å:
Cl  -2.1336  0.6829  -0.1239
F  1.4007  0.2437  -1.4248
C  0.2463  -0.4552  0.8277
C  -0.7163  -0.2252  -0.2597
C  0.4739  0.4380  -0.4955
H  -1.0293  -0.9602  -0.8909
H  0.8873  -1.4137  0.7726
H  0.1641  0.1437  1.5209
H  0.7068  1.5458  0.0735

***

<2>
C3H4ClF | the ωB97M-V functional and the def2-TZVPD basis

- SMILES string: C/C=C(/F)Cl
- LUMO energy: 0.9 eV
- Total charge: 0
- Frontier orbital gap: 0.3848 Eh

Positions of all 9 atoms, in Å:
Cl  -1.5219  0.8527  1.5607
F  0.2031  -0.7510  2.4507
C  0.3380  -0.5076  0.1550
C  0.0823  0.3192  -1.1774
C  -0.2637  -0.1700  1.2525
H  0.6811  1.2302  -1.0839
H  1.0670  -1.3136  0.1417
H  -1.0371  0.4624  -1.2146
H  0.4514  -0.1223  -2.0848

***

<3>
C3H4ClF | the ωB97M-V functional and the def2-TZVPD basis

- SMILES string: C=C[C@@H](F)Cl
- LUMO energy: 0.8 eV
- Total charge: 0
- Frontier orbital gap: 0.4050 Eh

Positions of all 9 atoms, in Å:
Cl  0.3509  -2.8493  -0.3476
F  -2.0449  -1.9513  -0.1172
C  -0.3627  -0.2767  0.2546
C  -0.8303  -1.7449  0.3812
C  0.4947  0.4059  -0.6405
H  -1.0122  0.2722  1.0431
H  0.9688  -0.1112  -1.4554
H  0.6779  1.4480  -0.5900
H  -0.6652  -2.1243  1.4924

***

Computed energies relative to the best structure, in eV: <1> 2.220; <2> 0.000; <3> 0.493